Here is 12 unconnected molecules or ions with the total composition C5H37N2O11 from OMol25. Energies are from ωB97M-V/def2-TZVPD.

Positions of all 55 atoms, in Å:
1 C 0.152 -2.176 0.678
2 C -0.475 -1.052 -0.111
3 C -0.117 0.348 0.408
4 C -1.132 1.432 0.049
5 C -1.377 1.688 -1.437
6 N -0.141 2.062 -2.134
7 N 1.652 -2.058 0.679
8 H -0.096 -3.152 0.266
9 H -0.171 -2.161 1.719
10 H -1.555 -1.192 -0.128
11 H -0.222 -1.145 -1.166
12 H -0.088 0.264 1.495
13 H 0.881 0.621 0.059
14 H -0.815 2.381 0.494
15 H -2.086 1.196 0.522
16 H -1.870 0.823 -1.887
17 H -2.113 2.486 -1.536
18 H -0.357 2.609 -2.952
19 H 0.370 1.249 -2.449
20 H 2.100 -2.907 0.999
21 H 1.969 -1.281 1.314
22 H 1.973 -1.826 -0.319
23 H -3.734 -2.539 1.994
24 H -2.862 -1.265 2.023
25 O -3.236 -1.946 1.417
26 H -2.045 -3.122 -3.664
27 H -2.378 -2.323 -2.379
28 O -1.634 -2.633 -2.954
29 H -3.536 -1.752 -0.351
30 H -4.596 -1.969 -1.465
31 O -3.686 -1.698 -1.329
32 H 1.743 2.684 1.079
33 H 2.518 3.085 2.369
34 O 1.938 2.404 2.010
35 H -0.247 -1.623 -3.358
36 H 0.821 -1.351 -4.466
37 O 0.546 -1.071 -3.588
38 H 4.282 1.444 -1.119
39 H 2.791 1.884 -0.818
40 O 3.437 1.147 -0.774
41 H 0.526 1.153 4.587
42 H 0.753 1.552 3.069
43 O 0.359 0.883 3.677
44 H 1.749 4.150 -0.822
45 H 0.832 2.855 -1.151
46 O 1.630 3.207 -0.591
47 H -2.823 0.548 3.580
48 H -1.317 0.151 3.344
49 O -2.252 -0.160 3.261
50 H 1.870 -1.240 -2.387
51 H 2.994 -0.466 -1.485
52 O 2.600 -1.335 -1.732
53 H 1.587 0.285 3.019
54 H 2.573 0.840 1.999
55 O 2.316 0.010 2.444

Cartesian forces (eV/Å) of the 3 atoms listed first:
C 0.326 -0.165 0.311
C -0.276 0.353 -0.572
C -0.390 -0.397 -0.078

The HOMO-LUMO gap comes out at 10.78 eV. The total charge is +1. The calculation puts the total energy at -1149.7354 a.u. The HOMO energy is -12.942 eV. The molar mass comes out at 301.4 u. As for the relative energy (zero: lowest compared OMol25 entry of this formula, charge and spin): 0.00 kJ/mol. The LUMO energy is -2.16 eV.